This record from OMol25 describes 3 unconnected molecules or ions with the total composition C4H11N3O at a distorted geometry. The level of theory is ωB97M-V/def2-TZVPD.

Geometry (Å):
C  0.04455  -0.21293  -0.33870
C  -2.13436  0.11100  -0.92877
N  -0.33365  1.07729  -0.38609
N  -0.56568  1.69832  0.75975
N  -0.27534  -1.05971  0.76677
C  2.11610  0.20595  0.18236
C  2.97298  -0.60016  -0.43757
O  -2.82348  -0.02756  0.24451
H  -2.36229  -0.71453  0.76029
H  0.24548  -0.66222  -1.30158
H  -0.95920  1.19402  1.54745
H  -0.81017  2.67078  0.66160
H  0.37987  -0.81857  1.51242
H  -0.10335  -2.02871  0.52504
H  -2.06741  -0.78989  -1.54197
H  -2.49636  0.95882  -1.50079
H  2.55486  0.97754  0.82159
H  2.56905  -1.37462  -1.09418
H  4.04839  -0.60485  -0.25212

Gap between HOMO and LUMO, eV: 7.540
E_HOMO, eV: -6.81
Total charge: 0